Density functional theory data (wB97M-V/def2-TZVPD) for a 2-piece molecular cluster, C6H10O overall.

energy relative to the best compared isomer or geometry (same formula, charge and spin): 74.00 kcal/mol
E_LUMO: 0.76 eV
HOMO-LUMO gap: 9.8 eV
largest force on an atom: 7.422 eV/A
DFT total energy: -309.72444 Eh
structure (SMILES): CC1CC1.C=C=O

```
17
C6H10O wB97M-V/def2-TZVPD
C 0.73890 0.47971 -1.68991
C -0.07459 -0.74214 -1.40720
C 0.49971 -1.79910 -0.52577
C -0.61228 -0.91634 -0.01882
H 1.41489 0.29198 -2.52168
H 1.36831 0.74786 -0.83181
H 0.07904 1.31477 -1.93901
H -0.70348 -1.07449 -2.23092
H 0.29502 -2.82515 -0.77293
H 1.47679 -1.61963 -0.07538
H -1.63981 -1.40501 -0.00115
H -0.11163 -0.15069 0.70070
C -0.15495 1.59420 1.70705
C -0.98879 1.29125 2.73380
O -1.60595 0.84129 3.53150
H -0.59385 2.05053 0.77807
H 0.61265 1.92096 2.56346
```

=====

Density functional theory data (wB97M-V/def2-TZVPD) for a 2-piece molecular cluster, C9H19N2O3Si overall.

charge: +1
energy relative to the best compared isomer or geometry (same formula, charge and spin): 0.00 kcal/mol
E_LUMO: -4.02 eV
HOMO-LUMO gap: 7.1 eV
largest force on an atom: 5.937 eV/A
DFT total energy: -978.83294 Eh

```
34
C9H19N2O3Si wB97M-V/def2-TZVPD
C 0.67084 4.84864 0.68163
C -0.23736 4.10268 -0.11451
C 0.95640 2.65069 0.92418
C 1.98742 -1.13666 0.96720
C -0.02211 -3.94433 -1.71472
C -1.32743 1.01223 -2.02205
C -3.98958 -2.10594 0.27679
C 1.66280 1.37055 1.24830
C 1.37538 0.14255 0.32130
N 1.43349 3.84447 1.32268
N -0.00048 2.79690 0.05589
O -0.55400 -2.62854 -1.67009
O -1.90693 -0.12993 -1.41191
O -3.04044 -2.42804 -0.76338
Si -1.80986 -1.70986 -1.37093
H 0.76675 5.83433 0.84359
H -1.00290 4.48115 -0.80979
H 2.92195 -0.79108 1.32224
H 1.39690 -1.55278 1.78929
H 2.17423 -1.87028 0.20400
H -0.81346 -4.69832 -1.58508
H 0.75188 -3.93632 -0.93672
H 0.42652 -4.02606 -2.61134
H -0.63382 0.69134 -2.86427
H -0.79639 1.57637 -1.11715
H -2.15107 1.63669 -2.39959
H -4.91455 -1.80571 -0.14824
H -3.58170 -1.27843 0.92280
H -4.11513 -3.09232 0.99407
H 2.76012 1.46275 1.15778
H 1.34205 1.00270 2.27346
H 0.24819 -0.02743 0.18048
H 1.89073 0.12513 -0.71085
H 2.01736 4.09788 2.09154
```